# 1
ORCA calculation (ωB97M-V with the def2-TZVPD basis set) on 3 unconnected molecules or ions with the total composition C4H16N2O2 in a non-equilibrium geometry.

Cartesian coordinates (Å):
C -1.814 1.943 0.621
C -0.604 1.441 1.306
C 0.709 1.162 0.413
N 0.473 0.191 -0.649
C 1.722 -0.300 -1.273
N 2.251 -1.375 -0.476
H -2.800 2.058 1.168
H -2.297 0.990 0.052
H -1.775 2.821 0.061
H -0.306 2.123 2.193
H -0.595 0.415 1.779
H 1.551 0.770 1.105
H 0.990 2.174 -0.023
H 0.006 -0.646 -0.378
H 1.384 -0.607 -2.440
H 2.243 0.692 -1.487
H 3.076 -1.979 -0.853
H 2.613 -1.169 0.528
O -0.983 -1.669 1.580
H -1.194 -2.452 2.050
H -0.060 -1.507 1.581
O -1.703 -1.977 -2.362
H -1.453 -1.339 -2.984
H -1.432 -1.760 -1.512

Results
LUMO	0.62	eV
F_max	0.1186	hartree/bohr
gap between HOMO and LUMO	9.40	eV
spin multiplicity	1
calculated total energy	-11480.171	eV
total charge	0



# 2
ORCA calculation (ωB97M-V with the def2-TZVPD basis set) on 3 unconnected molecules or ions with the total composition C4H16N2O2 in a non-equilibrium geometry.

Cartesian coordinates (Å):
N 0.961 1.360 0.395
C 1.233 -0.027 0.779
C 2.791 -0.477 0.703
C 0.560 -1.004 -0.256
N -0.513 -1.575 0.662
C -1.671 -2.158 -0.122
H 1.424 1.678 -0.478
H 0.803 2.104 1.118
H 0.922 -0.331 1.780
H 3.348 -0.132 1.607
H 3.228 -0.002 -0.084
H 2.670 -1.555 0.828
H 1.183 -1.827 -0.706
H 0.185 -0.404 -1.064
H -0.115 -2.371 1.166
H -1.456 -3.156 -0.506
H -2.595 -2.205 0.547
H -1.867 -1.462 -0.944
H -0.329 3.221 -1.773
H -0.920 2.369 -0.689
O -0.981 3.249 -1.134
H -2.845 2.355 -0.738
H -2.797 0.872 -0.285
O -3.219 1.479 -0.806

Results
LUMO (alpha / beta)	-3.14 / -8.47	eV
F_max	0.0874	hartree/bohr
gap between HOMO and LUMO (alpha / beta)	11.13 / 5.29	eV
spin multiplicity	2
calculated total energy	-11472.219	eV
total charge	+1



# 3
ORCA calculation (ωB97M-V with the def2-TZVPD basis set) on 3 unconnected molecules or ions with the total composition C4H16N2O2 in a non-equilibrium geometry.

Cartesian coordinates (Å):
N 1.260 -1.124 -0.021
C 0.363 -1.153 1.125
C -0.103 -2.632 1.165
C -0.865 -0.144 0.634
N -0.671 1.208 1.182
C -1.555 2.262 0.539
H 1.639 -2.019 -0.203
H 2.119 -0.565 0.168
H 0.623 -0.799 2.100
H 0.688 -3.448 1.061
H -0.497 -2.634 0.173
H -0.679 -2.743 2.148
H -1.830 -0.625 0.982
H -0.821 -0.104 -0.423
H -0.637 1.311 2.237
H -2.627 2.181 0.926
H -1.050 3.238 0.965
H -1.457 2.208 -0.564
H 1.081 -1.015 -3.575
H 1.105 -0.293 -2.102
O 1.617 -0.401 -2.981
H 0.615 1.906 -2.452
H 1.102 2.724 -1.131
O 0.579 2.661 -1.954

Results
LUMO (alpha / beta)	-3.25 / -8.03	eV
F_max	0.0946	hartree/bohr
gap between HOMO and LUMO (alpha / beta)	10.91 / 6.02	eV
spin multiplicity	2
calculated total energy	-11472.410	eV
total charge	+1



# 4
ORCA calculation (ωB97M-V with the def2-TZVPD basis set) on 3 unconnected molecules or ions with the total composition C4H16N2O2 in a non-equilibrium geometry.

Cartesian coordinates (Å):
C -1.069 -0.255 -1.571
C -1.737 0.635 -0.556
C -1.864 0.003 0.811
C -0.621 -0.327 2.874
N -0.737 0.188 1.712
N 0.247 0.402 -2.052
H -0.737 -1.254 -1.288
H -1.696 -0.428 -2.465
H -1.232 1.641 -0.543
H -2.684 1.124 -0.844
H -2.751 0.391 1.345
H -2.188 -1.026 0.578
H -1.428 -0.918 3.278
H 0.347 -0.189 3.377
H 0.032 0.716 1.279
H 0.254 1.301 -2.563
H 0.702 -0.193 -2.754
H 0.809 0.422 -1.188
H 2.321 1.745 0.124
H 2.546 0.322 0.611
O 1.844 0.915 0.247
H 3.753 -2.034 0.306
H 2.743 -1.836 -0.722
O 3.147 -1.345 0.002

Results
LUMO	-8.10	eV
F_max	0.0519	hartree/bohr
gap between HOMO and LUMO	10.60	eV
spin multiplicity	1
calculated total energy	-11465.896	eV
total charge	+2



# 5
ORCA calculation (ωB97M-V with the def2-TZVPD basis set) on 2 unconnected molecules or ions with the total composition C4H16N2O2 in a non-equilibrium geometry.

Cartesian coordinates (Å):
C -0.531 -1.332 0.813
O -1.162 -1.085 -0.426
C 0.754 -0.439 0.899
C 1.471 -0.255 -0.441
C 1.254 1.153 -1.040
N -0.201 1.489 -1.393
N 1.631 -1.337 1.798
H -1.152 -0.897 1.646
H -0.345 -2.405 0.941
H -1.775 -1.839 -0.655
H 0.621 0.531 1.395
H 1.217 -1.014 -1.201
H 2.558 -0.167 -0.337
H 1.592 1.118 -2.090
H 1.803 2.008 -0.669
H -0.962 1.082 -0.815
H -0.571 1.109 -2.269
H -0.486 2.473 -1.445
H 2.665 -1.235 1.790
H 1.414 -1.210 2.817
H 1.505 -2.338 1.641
H -2.556 1.933 0.683
H -3.248 0.903 -0.289
O -2.591 1.602 -0.225

Results
LUMO	-6.65	eV
F_max	0.0681	hartree/bohr
gap between HOMO and LUMO	11.95	eV
spin multiplicity	1
calculated total energy	-11465.799	eV
total charge	+2



# 6
ORCA calculation (ωB97M-V with the def2-TZVPD basis set) on 3 unconnected molecules or ions with the total composition C4H16N2O2 in a non-equilibrium geometry.

Cartesian coordinates (Å):
C -0.369 -1.416 0.283
C 0.421 -0.119 0.557
C 1.030 0.548 -0.698
C 1.715 2.865 -0.472
N 0.812 2.019 -0.727
N -1.427 -1.711 1.299
H -0.841 -1.335 -0.698
H 0.312 -2.262 0.210
H -0.224 0.673 0.981
H 1.198 -0.283 1.294
H 2.107 0.450 -0.844
H 0.648 0.061 -1.592
H 2.779 2.712 -0.272
H 1.622 3.944 -0.605
H -0.079 2.391 -1.057
H -1.999 -0.863 1.225
H -1.125 -1.823 2.271
H -1.907 -2.541 0.954
H -2.511 2.141 2.105
H -3.401 1.121 1.373
O -2.455 1.345 1.533
H 1.958 -2.374 -2.663
H 0.685 -3.189 -2.092
O 1.051 -2.353 -2.366

Results
LUMO	-7.86	eV
F_max	0.0468	hartree/bohr
gap between HOMO and LUMO	10.04	eV
spin multiplicity	1
calculated total energy	-11465.886	eV
total charge	+2



# 7
ORCA calculation (ωB97M-V with the def2-TZVPD basis set) on 3 unconnected molecules or ions with the total composition C4H16N2O4 in a non-equilibrium geometry.

Cartesian coordinates (Å):
N 0.828 2.535 1.442
C 1.000 1.445 0.512
C -0.342 0.918 -0.034
C -1.398 0.505 0.972
O -2.321 1.498 1.450
N 0.058 -0.261 -0.856
C -0.921 -1.004 -1.605
O -1.422 -2.150 -0.902
H 0.890 3.481 1.097
H 1.334 2.417 2.308
H 1.391 0.572 1.041
H 1.559 1.739 -0.372
H -0.672 1.681 -0.744
H -1.002 0.046 1.886
H -2.067 -0.182 0.456
H -1.845 2.283 1.709
H 0.547 -0.887 -0.229
H -0.315 -1.472 -2.383
H -1.764 -0.403 -1.929
H -2.328 -2.105 -0.580
O 3.455 0.598 -1.661
H 3.394 0.122 -2.504
H 2.742 0.189 -1.137
O -0.204 -4.239 0.626
H -0.254 -3.795 1.459
H -0.343 -3.530 -0.021

Results
LUMO	0.55	eV
F_max	0.0299	hartree/bohr
gap between HOMO and LUMO	10.08	eV
spin multiplicity	1
calculated total energy	-15576.687	eV
total charge	0



# 8
ORCA calculation (ωB97M-V with the def2-TZVPD basis set) on 4 unconnected molecules or ions with the total composition C4H16N2O4 in a non-equilibrium geometry.

Cartesian coordinates (Å):
N -1.976 1.526 0.678
C -2.217 0.329 1.474
C -1.476 -0.871 0.903
N -0.013 -0.855 0.943
C 0.627 -0.759 -0.390
C 1.937 -0.010 -0.356
O 2.008 0.966 0.356
H -2.308 2.398 1.052
H -1.017 1.607 0.372
H -3.298 0.089 1.418
H -2.067 0.514 2.542
H -1.746 -1.171 -0.110
H -1.767 -1.742 1.537
H 0.407 -0.091 1.510
H 0.831 -1.843 -0.523
H 0.055 -0.533 -1.313
H 2.846 -0.326 -0.883
O 0.477 -3.676 2.608
H 1.326 -4.057 2.345
H 0.810 -2.779 2.779
O -1.011 1.744 -2.895
H -0.966 1.375 -1.999
H -1.929 2.057 -2.861
O 1.784 1.413 -2.643
H 1.088 1.886 -3.129
H 2.381 2.172 -2.560

Results
LUMO	0.68	eV
F_max	0.0601	hartree/bohr
gap between HOMO and LUMO	9.55	eV
spin multiplicity	1
calculated total energy	-15576.323	eV
total charge	0



# 9
ORCA calculation (ωB97M-V with the def2-TZVPD basis set) on 4 unconnected molecules or ions with the total composition C4H16N2O5 in a non-equilibrium geometry.

Cartesian coordinates (Å):
C 0.351 3.157 -1.163
N -0.664 2.158 -0.745
C -0.377 1.214 0.263
O -1.360 0.941 0.931
C 0.998 0.422 0.360
N 2.064 1.301 0.862
C 0.712 -0.717 1.356
O 1.913 -1.499 1.414
H 0.380 3.950 -0.536
H 0.308 3.291 -2.255
H 1.379 2.730 -1.201
H -1.617 2.483 -0.758
H 1.384 0.282 -0.715
H 2.242 1.267 1.926
H 2.875 0.825 0.607
H 0.715 -0.200 2.314
H -0.054 -1.404 0.890
H 1.985 -2.068 0.668
O -1.657 -2.591 -0.756
H -2.017 -1.685 -0.694
H -1.711 -2.921 0.125
O -3.295 -1.267 0.760
H -2.791 -0.927 1.437
H -3.823 -0.550 0.495
O 0.897 -2.594 -1.578
H -0.049 -2.873 -1.579
H 1.215 -2.725 -2.428

Results
LUMO	0.66	eV
F_max	0.1001	hartree/bohr
gap between HOMO and LUMO	9.93	eV
spin multiplicity	1
calculated total energy	-17623.916	eV
total charge	0



# 10
ORCA calculation (ωB97M-V with the def2-TZVPD basis set) on 4 unconnected molecules or ions with the total composition C4H16N2O5 in a non-equilibrium geometry.

Cartesian coordinates (Å):
N -2.167 -0.211 -1.505
C -1.613 0.866 -0.882
O -2.286 1.863 -0.679
C -0.089 0.891 -0.623
C 0.801 -0.079 -1.391
N 0.354 -1.453 -1.118
C 2.253 0.097 -0.974
O 3.060 -1.002 -1.437
H -1.636 -1.070 -1.563
H -2.996 -0.009 -2.038
H 0.054 1.973 -0.689
H -0.062 0.648 0.450
H 0.634 0.110 -2.442
H 0.645 -2.106 -1.827
H 0.680 -1.802 -0.219
H 2.736 0.904 -1.536
H 2.402 0.333 0.078
H 3.202 -1.631 -0.723
O 0.836 -0.133 2.979
H -0.117 -0.312 2.971
H 0.915 0.796 2.737
O -1.144 -1.885 1.863
H -1.179 -2.834 2.005
H -0.980 -1.747 0.927
O -1.275 2.324 1.831
H -1.458 2.619 2.724
H -1.569 2.850 1.081

Results
LUMO	0.49	eV
F_max	0.0431	hartree/bohr
gap between HOMO and LUMO	10.20	eV
spin multiplicity	1
calculated total energy	-17625.474	eV
total charge	0



# 11
ORCA calculation (ωB97M-V with the def2-TZVPD basis set) on 2 unconnected molecules or ions with the total composition C4H16N2Si2 in a non-equilibrium geometry.

Cartesian coordinates (Å):
C -0.174 -0.699 -1.938
C 0.941 -1.946 -0.292
C -1.265 -0.892 1.950
C 4.138 1.949 0.169
N -1.789 1.151 -0.063
N -0.009 -0.920 -0.657
Si -3.438 0.683 -0.274
Si -0.465 0.235 0.626
H -0.895 0.037 -2.234
H 3.194 2.477 0.235
H 0.428 -1.196 -2.678
H 0.882 -2.126 0.778
H 0.703 -2.870 -0.823
H 1.964 -1.656 -0.541
H -1.833 -1.706 1.501
H -0.538 -1.322 2.632
H -1.955 -0.300 2.546
H 4.323 1.672 -0.861
H 4.938 2.586 0.518
H 4.088 1.054 0.775
H -1.566 2.094 -0.333
H -4.050 1.714 -1.117
H -4.130 0.601 1.018
H -3.493 -0.624 -0.936

Results
LUMO (alpha / beta)	-0.24 / 0.12	eV
F_max	0.0427	hartree/bohr
gap between HOMO and LUMO (alpha / beta)	6.13 / 6.67	eV
spin multiplicity	1
calculated total energy	-23142.190	eV
total charge	0



# 12
ORCA calculation (ωB97M-V with the def2-TZVPD basis set) on 2 unconnected molecules or ions with the total composition C4H16N3O in a non-equilibrium geometry.

Cartesian coordinates (Å):
N -0.558 0.445 1.342
C 0.668 0.386 0.452
C 1.266 -1.010 0.569
C 0.145 -2.058 0.490
N -0.619 -2.136 1.760
C 1.995 1.358 0.701
N 1.647 2.441 1.522
H -1.347 0.435 0.695
H -0.686 -0.528 1.839
H -0.474 1.280 1.950
H 0.439 0.564 -0.615
H 1.764 -1.319 1.519
H 2.015 -1.113 -0.216
H 0.389 -3.082 0.128
H -0.471 -1.791 -0.394
H -0.061 -2.646 2.439
H -1.385 -2.766 1.512
H 2.636 0.678 1.285
H 2.570 1.648 -0.173
H 1.892 3.375 1.178
H 1.902 2.495 2.506
H -3.825 1.386 -5.646
H -3.020 0.128 -5.482
O -3.719 0.509 -6.028

Results
LUMO (alpha / beta)	-7.29 / -13.11	eV
F_max	0.0534	hartree/bohr
gap between HOMO and LUMO (alpha / beta)	7.75 / 1.92	eV
spin multiplicity	2
calculated total energy	-10904.972	eV
total charge	+2



Taking the records one at a time from the top gives ΔE to the lowest compared entry with this formula, charge and spin values of 270.2; 274.1; 255.7; 141.0; 150.4; 142.0; 173.0; 208.2; 270.7; 120.3; 320.1; 185.9 kJ/mol.